Record 1
A cluster of 9 separate species, C21H59BrN5O8 in total, computed with ωB97M-V with the def2-TZVPD basis set.

Calculated values
- energy (eV) = -116597.46655
- largest force on an atom (eV/A) = 0.633
- Kohn-Sham gap (eV) = 9.31
- total charge = +1
- LUMO energy (eV) = -2.65
- molecular weight (g mol⁻¹) = 589.63

Last columns: bonded neighbours and bond lengths (Å).
Cartesian coordinates (Å):
1 C 4.90 1.65 1.32  C2 1.537, H12 1.089, H13 1.089, H14 1.092
2 C 3.58 2.14 1.94  C1 1.537, C3 1.525, H15 1.094, H16 1.092
3 C 2.93 3.21 1.07  C2 1.525, N4 1.480, H17 1.091, H18 1.093
4 N 1.52 3.52 1.39  C3 1.480, N5 1.401, H19 1.023
5 N 0.73 2.37 1.31  N4 1.401, C6 1.313, N11 1.357
6 C 0.05 1.71 2.23  N5 1.313, N7 1.341, H20 1.079
7 N -0.59 0.66 1.70  C6 1.341, C8 1.330
8 C -0.27 0.68 0.41  N7 1.330, N9 1.332, N11 1.354
9 N -0.66 -0.17 -0.55  C8 1.332, Br10 1.820, H21 1.019
10 Br -1.74 -1.58 -0.20  N9 1.820
11 N 0.54 1.72 0.14  N5 1.357, C8 1.354, H22 1.009
12 H 5.12 0.63 1.64  C1 1.089
13 H 5.73 2.28 1.60  C1 1.089
14 H 4.84 1.62 0.22  C1 1.092
15 H 2.92 1.28 2.06  C2 1.094
16 H 3.79 2.56 2.92  C2 1.092
17 H 3.46 4.15 1.17  C3 1.091
18 H 3.01 2.94 0.01  C3 1.093
19 H 1.46 3.77 2.38  N4 1.023
20 H 0.04 2.01 3.27  C6 1.079
21 H -0.33 0.01 -1.49  N9 1.019
22 H 0.95 1.99 -0.75  N11 1.009
23 C -1.90 0.38 -4.57  C24 1.508, H26 1.092, H27 1.090, H28 1.089
24 C -0.68 1.19 -4.22  C23 1.508, O25 1.443, H29 1.089, H30 1.092
25 O 0.13 0.46 -3.26  C24 1.443, H31 0.966
26 H -2.50 0.17 -3.68  C23 1.092
27 H -2.54 0.91 -5.29  C23 1.090
28 H -1.58 -0.56 -5.01  C23 1.089
29 H -0.93 2.14 -3.75  C24 1.089
30 H -0.08 1.40 -5.10  C24 1.092
31 H 0.35 -0.38 -3.68  O25 0.966
32 C 0.46 -4.36 -5.13  C33 1.514, H35 1.092, H36 1.089, H37 1.094
33 C -0.16 -3.32 -6.04  C32 1.514, O34 1.439, H38 1.088, H39 1.092
34 O 0.00 -2.00 -5.51  C33 1.439, H40 0.964
35 H 0.01 -4.30 -4.14  C32 1.092
36 H 0.33 -5.36 -5.53  C32 1.089
37 H 1.53 -4.16 -5.02  C32 1.094
38 H -1.23 -3.49 -6.14  C33 1.088
39 H 0.28 -3.37 -7.04  C33 1.092
40 H 0.95 -1.84 -5.44  O34 0.964
41 C -0.78 5.73 4.60  C42 1.509, H44 1.091, H45 1.090, H46 1.088
42 C -0.31 4.34 4.95  C41 1.509, O43 1.438, H47 1.091, H48 1.093
43 O 0.98 4.09 4.37  C42 1.438, H49 0.968
44 H -0.85 5.86 3.52  C41 1.091
45 H -1.75 5.96 5.03  C41 1.090
46 H -0.05 6.45 4.97  C41 1.088
47 H -0.99 3.57 4.58  C42 1.091
48 H -0.24 4.22 6.04  C42 1.093
49 H 1.57 4.78 4.71  O43 0.968
50 C 2.59 8.69 7.37  C51 1.514, H53 1.090, H54 1.090, H55 1.092
51 C 1.55 8.00 6.51  C50 1.514, O52 1.434, H56 1.089, H57 1.095
52 O 2.01 6.72 6.05  C51 1.434, H58 0.963
53 H 3.51 8.82 6.82  C50 1.090
54 H 2.23 9.67 7.69  C50 1.090
55 H 2.81 8.11 8.26  C50 1.092
56 H 1.34 8.57 5.61  C51 1.089
57 H 0.61 7.87 7.06  C51 1.095
58 H 2.20 6.18 6.83  O52 0.963
59 C 3.22 -3.99 -2.40  C60 1.520, H62 1.091, H63 1.093, H64 1.093
60 C 2.91 -5.47 -2.40  C59 1.520, O61 1.420, H65 1.089, H66 1.096
61 O 4.09 -6.25 -2.38  C60 1.420, H67 0.962
62 H 3.85 -3.74 -3.26  C59 1.091
63 H 2.31 -3.39 -2.44  C59 1.093
64 H 3.77 -3.71 -1.50  C59 1.093
65 H 2.37 -5.75 -3.30  C60 1.089
66 H 2.27 -5.73 -1.54  C60 1.096
67 H 4.58 -6.04 -1.58  O61 0.962
68 C -5.26 0.53 -1.39  C69 1.518, H71 1.091, H72 1.091, H73 1.094
69 C -6.14 -0.49 -0.68  C68 1.518, O70 1.424, H74 1.089, H75 1.095
70 O -5.72 -1.83 -0.91  C69 1.424, H76 0.961
71 H -5.25 0.33 -2.46  C68 1.091
72 H -5.62 1.54 -1.22  C68 1.091
73 H -4.23 0.46 -1.03  C68 1.094
74 H -7.16 -0.44 -1.05  C69 1.089
75 H -6.17 -0.29 0.39  C69 1.095
76 H -4.82 -1.92 -0.58  O70 0.961
77 C -3.35 -7.91 -5.89  C78 1.516, H80 1.090, H81 1.090, H82 1.092
78 C -2.53 -6.66 -5.64  C77 1.516, O79 1.427, H83 1.090, H84 1.096
79 O -1.67 -6.35 -6.74  C78 1.427, H85 0.963
80 H -2.69 -8.76 -6.09  C77 1.090
81 H -3.98 -8.14 -5.04  C77 1.090
82 H -3.99 -7.78 -6.77  C77 1.092
83 H -1.88 -6.80 -4.78  C78 1.090
84 H -3.19 -5.81 -5.44  C78 1.096
85 H -2.22 -6.21 -7.51  O79 0.963
86 C -1.00 -2.94 4.77  C87 1.516, H89 1.090, H90 1.090, H91 1.093
87 C -0.22 -1.73 5.26  C86 1.516, O88 1.428, H92 1.089, H93 1.096
88 O 0.76 -1.31 4.30  C87 1.428, H94 0.963
89 H -0.33 -3.77 4.55  C86 1.090
90 H -1.72 -3.26 5.52  C86 1.090
91 H -1.55 -2.69 3.86  C86 1.093
92 H 0.34 -1.98 6.16  C87 1.089
93 H -0.90 -0.91 5.49  C87 1.096
94 H 0.29 -1.07 3.50  O88 0.963

***

Record 2
An isolated molecule of C6H6, computed with ωB97M-V with the def2-TZVPD basis set.

Calculated values
- energy (eV) = -6315.14227
- largest force on an atom (eV/A) = 0.551
- Kohn-Sham gap (eV) = 9.94
- total charge = 0
- structure (SMILES) = C#CC=C=CC
- LUMO energy (eV) = 0.90
- molecular weight (g mol⁻¹) = 78.11
- energy relative to the best compared isomer or geometry (same formula, charge and spin) (kcal/mol) = 93.58

Last columns: bonded neighbours and bond lengths (Å).
Cartesian coordinates (Å):
1 C -1.53 1.42 -2.09  C2 1.205, H7 1.066
2 C -1.47 0.57 -1.25  C1 1.205, C3 1.431
3 C -1.37 -0.38 -0.18  C2 1.431, C4 1.316, H8 1.087
4 C -0.28 -1.08 0.02  C3 1.316, C5 1.304
5 C 0.95 -1.26 0.45  C4 1.304, C6 1.532, H9 1.089
6 C 1.42 0.02 1.14  C5 1.532, H10 1.095, H11 1.090, H12 1.094
7 H -1.59 2.17 -2.86  C1 1.066
8 H -2.16 -0.41 0.56  C3 1.087
9 H 1.54 -2.16 0.32  C5 1.089
10 H 1.32 0.83 0.40  C6 1.095
11 H 2.43 0.04 1.53  C6 1.090
12 H 0.73 0.23 1.96  C6 1.094